Record 1
Here is an isolated molecule of C6H12 in a non-equilibrium geometry from the OMol25 dataset. Energies are from wB97M-V/def2-TZVPD.

Results
SMILES: C/C=C(\C)CC
Orbital gap, eV: 9.94

```
18
Properties=species:S:1:pos:R:3:lowdin_charge:R:1
C 1.564 1.009 1.549 -0.1073
C 1.475 0.313 0.214 -0.2390
C 0.062 0.030 -0.231 -0.3419
C -0.396 -1.209 -0.299 -0.1307
C -1.781 -1.577 -0.785 -0.1042
C -0.800 1.208 -0.558 -0.0621
H 1.256 2.057 1.570 0.0700
H 2.562 0.940 1.982 0.0676
H 0.885 0.554 2.278 0.0792
H 1.883 0.899 -0.621 0.1131
H 2.084 -0.587 0.195 0.1039
H 0.165 -2.027 0.144 0.1021
H -2.048 -2.604 -0.546 0.0628
H -2.541 -0.939 -0.335 0.0697
H -1.805 -1.492 -1.872 0.0759
H -1.460 1.494 0.265 0.0892
H -1.436 1.028 -1.427 0.0770
H -0.238 2.116 -0.759 0.0746
```

***

Record 2
Here is a structure of composition C4H17MgNOP in a non-equilibrium geometry from the OMol25 dataset. Energies are from wB97M-V/def2-TZVPD.

Results
Net charge: -1
Orbital gap (alpha / beta), eV: 2.56 / 2.56

```
25
Properties=species:S:1:pos:R:3:lowdin_charge:R:1
C -1.104 -0.946 -1.304 -0.4216
Mg 0.701 0.161 -0.285 0.1093
N 1.778 1.143 -1.805 -0.0528
H -1.939 0.214 0.622 -0.0033
H -2.303 -0.226 0.111 -0.0016
H -2.009 -1.556 -1.149 -0.0697
H -0.317 -1.695 -1.546 -0.0955
H -1.295 -0.331 -2.208 -0.0659
H 2.735 0.838 -1.596 -0.0136
H 1.740 2.166 -1.779 -0.0052
H 1.515 0.811 -2.737 0.0187
C -0.106 -0.310 3.504 -0.2709
P 1.261 0.663 2.920 0.5597
C 1.088 2.348 3.462 -0.2857
C 2.801 -0.009 3.501 -0.2902
O 1.365 0.684 1.389 -0.4807
H -0.012 -1.345 3.162 0.0446
H -1.058 0.084 3.134 0.0448
H -0.125 -0.306 4.600 0.0422
H 1.100 2.393 4.558 0.0391
H 1.926 2.927 3.055 0.0405
H 0.151 2.770 3.080 0.0401
H 2.920 -1.026 3.105 0.0377
H 3.613 0.618 3.108 0.0426
H 2.801 -0.012 4.597 0.0374
```

***

Record 3
Here is a structure of composition C4H2 in a non-equilibrium geometry from the OMol25 dataset. Energies are from wB97M-V/def2-TZVPD.

Results
⟨S²⟩: 2.023
Multiplicity: 3
Orbital gap (alpha / beta), eV: 9.16 / 7.47

```
6
Properties=species:S:1:pos:R:3:lowdin_spin:R:1
C -1.387 -1.678 0.189 0.4564
C -0.467 -0.845 -0.021 0.4475
C 1.020 0.564 -0.135 0.8637
C -0.218 0.606 0.099 0.1739
H 1.901 0.044 -0.609 0.0491
H -0.848 1.309 0.478 0.0095
```

***

Record 4
Here is a structure of composition C23H48Ca2NO11P in a non-equilibrium geometry from the OMol25 dataset. Energies are from wB97M-V/def2-TZVPD.

Results
Orbital gap, eV: 6.30

```
86
Properties=species:S:1:pos:R:3:lowdin_charge:R:1
Ca 1.043 2.290 1.640 1.4918
Ca -2.587 1.544 1.028 1.4538
P -1.219 3.761 2.249 -0.0333
O -1.970 3.673 0.843 -0.5830
O -1.106 2.209 2.538 -0.6521
O -2.204 4.575 3.103 -0.4107
O 0.258 4.271 2.108 -0.5141
O 0.564 -0.805 -1.180 0.1280
C 0.674 0.165 -0.274 -0.8485
O 1.735 0.413 0.234 -0.0365
O -0.275 0.850 0.137 -0.1451
H 1.492 -1.015 -1.306 0.0724
C 5.212 -0.444 -2.276 -0.1341
C 4.818 -1.429 -3.339 -0.2107
C 3.454 -1.908 -3.014 -0.1949
O 3.271 -1.515 -1.678 -0.1790
C 4.437 -1.052 -1.061 -0.1715
H 4.964 0.532 -2.693 0.1103
H 6.285 -0.464 -2.087 0.1113
H 5.534 -2.251 -3.329 0.1125
H 4.925 -1.115 -4.377 0.1175
H 3.408 -2.994 -3.089 0.1306
H 2.742 -1.328 -3.600 0.1253
H 4.826 -1.920 -0.529 0.1257
H 4.346 -0.252 -0.327 0.1085
C 0.998 4.256 -2.530 -0.1679
C 1.968 3.146 -2.798 -0.1732
C 2.642 3.122 -1.425 -0.2352
O 1.671 3.245 -0.431 -0.2551
C 0.530 3.962 -1.084 -0.1250
H 0.202 4.298 -3.274 0.1196
H 1.607 5.157 -2.461 0.1147
H 2.685 3.275 -3.609 0.1159
H 1.489 2.177 -2.940 0.1126
H 3.327 3.966 -1.357 0.1275
H 3.134 2.151 -1.364 0.1083
H 0.393 4.954 -0.654 0.1261
H -0.365 3.344 -1.163 0.1053
C 2.585 -0.365 4.685 -0.1927
C 1.448 0.137 5.488 -0.1493
C 0.717 1.076 4.505 -0.1354
O 1.465 1.005 3.249 -0.3488
C 2.236 -0.228 3.246 -0.1752
H 2.885 -1.406 4.804 0.1231
H 3.489 0.229 4.822 0.1236
H 1.647 0.711 6.394 0.1155
H 0.846 -0.679 5.887 0.1122
H 0.701 2.128 4.788 0.1390
H -0.279 0.661 4.354 0.0963
H 3.066 -0.322 2.547 0.1289
H 1.523 -0.995 2.942 0.1246
C -1.449 -1.431 -5.143 -0.1611
C -2.261 -2.681 -5.587 -0.1586
C -3.037 -2.909 -4.325 -0.2181
O -1.984 -2.784 -3.365 -0.1622
C -1.126 -1.666 -3.675 -0.1863
H -1.988 -0.483 -5.129 0.1074
H -0.558 -1.237 -5.740 0.1025
H -1.628 -3.477 -5.980 0.1152
H -2.942 -2.548 -6.428 0.1070
H -3.494 -3.893 -4.428 0.1170
H -3.893 -2.285 -4.068 0.1195
H -0.055 -1.822 -3.545 0.1067
H -1.544 -0.888 -3.036 0.1028
C -2.860 -1.444 -0.339 -0.0737
C -3.852 -1.338 0.822 -0.2614
N -3.226 -0.681 2.002 -0.2616
C -2.031 -1.415 2.474 -0.2221
C -2.182 -2.908 2.933 -0.0539
C -4.404 -0.405 2.883 -0.2277
C -4.185 0.382 4.239 -0.0614
H -1.935 -1.946 -0.057 0.0784
H -2.606 -0.482 -0.783 0.0554
H -3.407 -2.024 -1.082 0.0814
H -4.723 -0.792 0.459 0.1142
H -4.269 -2.309 1.088 0.1173
H -1.309 -1.382 1.659 0.0894
H -1.494 -0.962 3.308 0.1010
H -2.988 -2.901 3.667 0.0696
H -2.439 -3.568 2.105 0.0654
H -1.266 -3.323 3.353 0.0733
H -5.004 -1.272 3.161 0.1124
H -5.019 0.317 2.347 0.1012
H -5.023 0.802 4.795 0.0788
H -3.467 1.200 4.167 0.0627
H -3.588 -0.239 4.906 0.0601
```

***

Record 5
Here is a cluster of 2 separate species, C4H6N3O in total in a non-equilibrium geometry from the OMol25 dataset. Energies are from wB97M-V/def2-TZVPD.

Results
Net charge: -1
Orbital gap, eV: 4.67

```
14
Properties=species:S:1:pos:R:3:lowdin_charge:R:1
C 1.441 -1.051 -0.352 -0.2729
C 2.845 0.528 -0.579 -0.3472
C 0.907 0.116 0.248 -0.4344
C -0.476 0.435 0.813 -0.1145
N 2.644 -0.805 -0.816 -0.0555
N 1.812 1.149 0.026 0.0029
N -3.917 0.141 -0.193 0.0168
O -3.951 -0.489 -1.231 -0.0726
H 1.009 -2.006 -0.694 0.0677
H 3.643 1.099 -0.832 0.0211
H -1.181 0.591 0.039 0.0042
H -0.035 1.192 1.493 0.0551
H -1.020 -0.407 1.472 0.0795
H -3.721 -0.493 0.605 0.0498
```

***

Record 6
Here is a structure of composition C25H23DyN6O7S in a non-equilibrium geometry from the OMol25 dataset. Energies are from wB97M-V/def2-TZVPD.

Results
⟨S²⟩: 9.325
Multiplicity: 6
Net charge: -2
Orbital gap (alpha / beta), eV: 6.53 / 6.53

```
63
Properties=species:S:1:pos:R:3:lowdin_spin:R:1
Dy 0.813 0.108 0.153 5.0658
C 1.330 -2.640 3.348 -0.0001
C 0.397 -1.896 2.399 -0.0006
O 0.588 -0.647 2.247 -0.0071
C -0.608 -2.632 1.790 0.0023
C -1.424 -2.147 0.744 0.0003
C -2.464 -3.070 0.154 -0.0001
N -1.268 -0.937 0.270 -0.0106
N -2.117 -0.594 -0.768 0.0004
C -1.645 0.269 -1.623 -0.0013
O -0.464 0.791 -1.636 -0.0101
C -2.625 0.663 -2.668 -0.0004
C -3.799 -0.070 -2.851 -0.0001
C -4.727 0.312 -3.798 0.0000
C -4.508 1.440 -4.576 0.0000
C -3.340 2.166 -4.413 0.0000
C -2.405 1.781 -3.470 -0.0001
H 2.020 -1.931 3.796 0.0000
H 1.898 -3.364 2.769 -0.0001
H 0.768 -3.164 4.120 0.0000
H -0.704 -3.680 2.035 0.0002
H -2.600 -3.946 0.786 0.0000
H -2.145 -3.382 -0.839 0.0000
H -3.401 -2.523 0.050 0.0000
H -3.946 -0.938 -2.228 0.0000
H -5.633 -0.268 -3.933 0.0000
H -5.244 1.741 -5.312 0.0000
H -3.164 3.042 -5.024 0.0000
H -1.493 2.342 -3.338 0.0000
C 4.798 0.787 6.013 0.0000
C 4.559 0.997 4.542 -0.0001
C 3.304 1.352 4.062 0.0000
C 3.050 1.418 2.702 -0.0001
C 4.067 1.142 1.799 0.0000
C 5.344 0.868 2.268 -0.0001
C 5.590 0.805 3.628 0.0000
S 3.624 0.572 0.155 -0.0026
O 4.812 0.500 -0.679 -0.0003
O 2.570 1.457 -0.386 -0.0065
N 3.012 -0.787 0.629 -0.0076
C 3.365 -1.981 -0.088 0.0001
C 2.124 -2.546 -0.851 -0.0003
O 2.118 -3.743 -1.132 0.0003
O 1.241 -1.691 -1.149 -0.0093
H 3.855 0.790 6.552 0.0000
H 5.436 1.571 6.421 0.0000
H 5.294 -0.166 6.192 0.0000
H 2.504 1.564 4.754 0.0000
H 2.056 1.669 2.353 -0.0002
H 6.129 0.674 1.551 0.0000
H 6.585 0.578 3.991 0.0000
H 3.769 -2.746 0.595 0.0000
H 4.134 -1.759 -0.842 0.0000
N 0.143 3.440 -0.886 0.0002
C 0.531 3.254 0.418 -0.0011
O 0.228 2.176 0.999 -0.0098
C 1.149 4.366 1.053 -0.0003
C 1.429 5.526 0.346 -0.0001
N 1.655 6.506 -0.228 -0.0002
C 1.502 4.387 2.397 -0.0001
N 1.795 4.483 3.512 -0.0001
H -0.108 2.574 -1.366 -0.0001
H 0.636 4.138 -1.423 0.0000
```